# 1
Formula: CF2N4O6
Source: the OMol25 dataset
Level of theory: the ωB97M-V functional and the def2-TZVPD basis

As for the charge: 0. As for the energy above the lowest of the compared OMol25 structures with the same formula, charge and spin: 0.0 kcal per mole. The gap between HOMO and LUMO comes out at 10.374 eV. The calculation puts the HOMO energy at -11.934 eV. Its SMILES is O=[N+]([O-])C(N(F)F)([N+](=O)[O-])[N+](=O)[O-].

```
13
Properties=species:S:1:pos:R:3:forces:R:3
C -0.02902 -0.01661 0.11327 -0.74 0.33 -4.16
N 0.59212 0.13811 -1.43047 -3.57 -1.04 2.23
N 1.00694 -0.05754 1.15838 0.43 -0.19 -0.21
N -0.96155 -1.32073 0.01438 -0.10 3.09 -1.12
N -1.01473 1.27336 0.06009 3.85 -2.32 2.31
O 2.13286 0.09881 0.72945 -0.31 -0.10 0.81
O -0.66015 -2.15821 0.75080 1.21 -3.05 2.35
O -1.71374 1.20239 -0.84179 -3.04 0.90 -2.95
O 0.64423 -0.26769 2.28489 -0.06 0.23 0.01
O -1.88119 -1.28721 -0.74752 0.05 0.06 -0.43
O -0.79596 2.08947 0.88447 -0.14 1.37 1.13
F 1.30621 1.26448 -1.36080 1.42 0.39 -0.19
F 1.37399 -0.95863 -1.61516 1.00 0.33 0.22
```
Positions in Å, forces in eV/Å.

Mulliken atomic charges, in units of e:
1 C 0.469
2 N -0.009
3 N 0.948
4 N 1.002
5 N 0.940
6 O -0.520
7 O -0.546
8 O -0.450
9 O -0.494
10 O -0.520
11 O -0.565
12 F -0.118
13 F -0.137



# 2
Formula: CF2O3
Source: the OMol25 dataset
Level of theory: the ωB97M-V functional and the def2-TZVPD basis

As for the charge: 0. As for the energy above the lowest of the compared OMol25 structures with the same formula, charge and spin: 62.7 kcal per mole. The gap between HOMO and LUMO (spin up / spin down) comes out at 6.157 / 6.260 eV. The calculation puts the HOMO energy (spin up / spin down) at -10.997 / -11.062 eV.

```
6
Properties=species:S:1:pos:R:3:forces:R:3
C 0.07318 -1.09533 -0.01949 -0.74 -3.42 -0.28
O 0.68948 -2.12751 -0.07381 0.23 -0.30 -0.15
O 0.69604 -0.05872 0.23350 -0.46 4.60 0.37
O -0.50368 1.77753 0.22351 -1.80 -4.82 1.38
F -1.24344 -1.14553 -0.18038 -0.03 1.11 0.05
F 0.28842 2.64956 -0.18333 2.80 2.83 -1.37
```
Positions in Å, forces in eV/Å.

Mulliken atomic charges, in units of e:
1 C 0.767
2 O -0.423
3 O -0.297
4 O 0.026
5 F -0.183
6 F 0.110



# 3
Formula: CF2O3S
Source: the OMol25 dataset
Level of theory: the ωB97M-V functional and the def2-TZVPD basis

As for the charge: 0. As for the energy above the lowest of the compared OMol25 structures with the same formula, charge and spin: 39.6 kcal per mole. The gap between HOMO and LUMO comes out at 12.949 eV. The calculation puts the HOMO energy at -12.425 eV.

```
7
Properties=species:S:1:pos:R:3:forces:R:3
C -1.22275 1.20563 0.17931 -2.66 0.85 1.04
O -2.14423 0.88615 0.77200 1.43 0.43 -0.97
O -0.21211 -0.62800 -1.16246 -0.89 -0.10 0.05
O 0.62839 -0.01428 1.11866 0.31 0.03 1.97
F 1.97681 0.07236 -0.84522 0.65 1.00 0.15
F 1.43147 -1.97123 -0.15673 -0.68 0.98 0.97
S 0.75765 -0.52651 -0.15687 1.83 -3.18 -3.22
```
Positions in Å, forces in eV/Å.

Mulliken atomic charges, in units of e:
1 C 0.119
2 O -0.188
3 O -0.443
4 O -0.417
5 F -0.174
6 F -0.198
7 S 1.301



# 4
Formula: CF2OS
Source: the OMol25 dataset
Level of theory: the ωB97M-V functional and the def2-TZVPD basis

As for the charge: 0. As for the energy above the lowest of the compared OMol25 structures with the same formula, charge and spin: 74.1 kcal per mole. The gap between HOMO and LUMO (spin up / spin down) comes out at 8.008 / 7.006 eV. The calculation puts the HOMO energy (spin up / spin down) at -9.365 / -8.509 eV.

```
5
Properties=species:S:1:pos:R:3:forces:R:3
C -0.78650 0.06725 0.28435 1.43 0.96 0.32
O 2.13872 -0.71338 -0.07180 0.76 -0.94 -0.07
F -1.46783 1.11317 -0.15298 -0.05 -0.61 -0.03
F -1.35113 -1.03331 -0.13072 0.28 0.42 -0.29
S 1.46674 0.56628 0.07115 -2.42 0.18 0.08
```
Positions in Å, forces in eV/Å.

Mulliken atomic charges, in units of e:
1 C 0.225
2 O -0.337
3 F -0.128
4 F -0.100
5 S 0.340



# 5
Formula: CF3KMgNO4S3
Source: the OMol25 dataset
Level of theory: the ωB97M-V functional and the def2-TZVPD basis

As for the charge: -1. As for the energy above the lowest of the compared OMol25 structures with the same formula, charge and spin: 56.7 kcal per mole. The gap between HOMO and LUMO (spin up / spin down) comes out at 4.563 / 4.562 eV. The calculation puts the HOMO energy (spin up / spin down) at -3.600 / -3.606 eV.

```
14
Properties=species:S:1:pos:R:3:forces:R:3
Mg 0.18955 2.05962 0.02954 0.54 -1.94 1.06
N 1.92647 1.51546 -0.72482 -1.48 1.49 -0.17
S 1.93136 0.15657 -1.34808 0.12 -4.97 2.66
O 0.70229 -0.51886 -1.91461 0.21 1.81 0.39
C 2.80592 0.34952 -2.97640 -0.48 -0.52 1.83
F 4.04015 0.80154 -2.78823 0.49 0.29 -0.50
F 2.09157 1.23079 -3.67753 0.28 0.25 -0.70
F 2.85881 -0.80374 -3.63417 0.21 -0.03 -0.48
K -1.89315 -0.55847 -0.85411 -0.08 0.06 -0.04
S -2.06677 0.06884 2.79621 1.97 1.12 -2.34
O -2.26168 1.08827 1.45376 0.58 -0.69 0.49
S 0.28257 -0.86675 1.74990 -3.64 -0.22 -0.92
O -0.56353 -1.71145 0.70875 2.02 0.55 1.65
O 2.59902 -0.90103 -0.43253 -0.73 2.79 -2.92
```
Positions in Å, forces in eV/Å.

Mulliken atomic charges, in units of e:
1 Mg 0.498
2 N -0.628
3 S 0.973
4 O -0.669
5 C 0.531
6 F -0.218
7 F -0.245
8 F -0.219
9 K 1.019
10 S -0.172
11 O -0.675
12 S 0.019
13 O -0.569
14 O -0.644



# 6
Formula: CF3KO3S
Source: the OMol25 dataset
Level of theory: the ωB97M-V functional and the def2-TZVPD basis

As for the charge: 0. As for the energy above the lowest of the compared OMol25 structures with the same formula, charge and spin: 46.7 kcal per mole. The gap between HOMO and LUMO comes out at 10.264 eV. The calculation puts the HOMO energy at -10.653 eV.

```
9
Properties=species:S:1:pos:R:3:forces:R:3
K 4.28440 -14.77986 15.27479 5.96 11.50 -0.71
C 3.18035 -18.53934 14.55915 -0.89 2.71 0.75
F 4.10213 -19.44033 14.75998 -0.14 -0.55 0.18
F 3.19282 -18.16000 13.27824 0.15 -0.14 -0.04
F 1.93463 -18.94797 14.84642 0.81 -0.44 -0.01
S 3.55334 -16.95912 15.66999 -1.81 -5.66 2.17
O 3.33354 -17.34091 17.06824 -0.08 0.40 -1.90
O 4.97157 -16.73595 15.37931 0.38 -2.76 -0.26
O 2.68186 -15.85553 15.20757 -4.38 -5.05 -0.18
```
Positions in Å, forces in eV/Å.

Mulliken atomic charges, in units of e:
1 K 0.956
2 C 0.632
3 F -0.184
4 F -0.232
5 F -0.204
6 S 1.234
7 O -0.615
8 O -0.803
9 O -0.784



# 7
Formula: CF3O2S
Source: the OMol25 dataset
Level of theory: the ωB97M-V functional and the def2-TZVPD basis

As for the charge: -1. As for the energy above the lowest of the compared OMol25 structures with the same formula, charge and spin: 5.0 kcal per mole. The gap between HOMO and LUMO comes out at 7.041 eV. The calculation puts the HOMO energy at -4.397 eV.

```
7
Properties=species:S:1:pos:R:3:forces:R:3
C 0.31331 -0.69281 2.29287 1.18 -0.84 0.07
O -0.16250 -0.35605 -2.60825 -0.16 0.22 -0.14
O 0.33931 1.69113 -1.36184 -0.14 0.15 -0.21
F 0.89257 -1.60634 1.52334 -0.56 1.02 0.88
F 1.17197 -0.55003 3.31642 -0.64 -0.16 -0.96
F -2.12163 1.06077 -1.74017 0.73 -0.12 -0.09
S -0.43302 0.45333 -1.42238 -0.41 -0.26 0.46
```
Positions in Å, forces in eV/Å.

Mulliken atomic charges, in units of e:
1 C 0.185
2 O -0.562
3 O -0.547
4 F -0.061
5 F -0.126
6 F -0.471
7 S 0.582



# 8
Formula: CF4NO4S2
Source: the OMol25 dataset
Level of theory: the ωB97M-V functional and the def2-TZVPD basis

As for the charge: -1. As for the energy above the lowest of the compared OMol25 structures with the same formula, charge and spin: 15.0 kcal per mole. The gap between HOMO and LUMO comes out at 9.754 eV. The calculation puts the HOMO energy at -6.162 eV.

```
12
Properties=species:S:1:pos:R:3:forces:R:3
C 1.08606 0.88009 -0.15996 -3.75 -1.17 -0.86
N 0.91174 -1.80535 -0.42502 -0.62 -2.45 -2.27
O -3.47793 -0.34603 -0.70119 -1.47 -1.83 -0.07
O -2.52132 1.53289 0.38068 0.14 0.93 0.90
O -0.97948 -0.59070 0.42638 2.33 -1.60 1.48
O 1.14584 -0.65187 1.88362 -0.98 -0.81 -1.03
F 0.54217 0.95839 -1.46709 1.07 0.29 1.58
F 0.70763 1.95661 0.50957 -0.58 0.41 0.10
F 2.35001 0.88880 -0.20029 3.26 -0.06 -0.75
F 2.08059 -2.54636 -0.23957 0.53 0.40 0.66
S -2.34691 0.49438 -0.58260 0.27 2.02 -1.81
S 0.50162 -0.77087 0.57546 -0.20 3.88 2.07
```
Positions in Å, forces in eV/Å.

Mulliken atomic charges, in units of e:
1 C 0.664
2 N -0.303
3 O -0.503
4 O -0.491
5 O -0.461
6 O -0.626
7 F -0.257
8 F -0.221
9 F -0.229
10 F -0.201
11 S 0.739
12 S 0.887



# 9
Formula: CFNO2S2
Source: the OMol25 dataset
Level of theory: the ωB97M-V functional and the def2-TZVPD basis

As for the charge: 0. As for the energy above the lowest of the compared OMol25 structures with the same formula, charge and spin: 57.7 kcal per mole. The gap between HOMO and LUMO comes out at 6.582 eV. The calculation puts the HOMO energy at -9.346 eV.

```
7
Properties=species:S:1:pos:R:3:forces:R:3
C 2.29810 0.44021 -1.18085 -0.68 0.39 0.67
N 3.24057 0.54067 -1.84762 -0.43 -0.35 0.17
O -0.10372 -0.30844 0.08751 -1.07 -1.31 -0.02
O -2.02042 -0.90054 1.79188 -0.16 -0.15 0.58
F -2.75045 -1.54169 -0.48743 2.71 -0.07 1.96
S 1.06250 0.87488 -0.01569 -0.25 -0.99 -0.24
S -1.45162 -1.60299 0.72432 -0.12 2.48 -3.12
```
Positions in Å, forces in eV/Å.

Mulliken atomic charges, in units of e:
1 C 0.213
2 N -0.334
3 O -0.503
4 O -0.264
5 F -0.296
6 S 0.168
7 S 1.016



# 10
Formula: CFNO3S
Source: the OMol25 dataset
Level of theory: the ωB97M-V functional and the def2-TZVPD basis

As for the charge: 0. As for the energy above the lowest of the compared OMol25 structures with the same formula, charge and spin: 55.1 kcal per mole. The gap between HOMO and LUMO (spin up / spin down) comes out at 7.623 / 7.625 eV. The calculation puts the HOMO energy (spin up / spin down) at -11.248 / -11.249 eV. Its SMILES is N#COS(=O)(=O)F.

```
7
Properties=species:S:1:pos:R:3:forces:R:3
C 1.85043 0.30285 0.01823 1.84 -1.10 1.21
N 2.91073 0.04968 0.38813 1.24 -0.36 0.50
O -1.68996 0.39846 1.22684 1.44 -1.25 -1.31
O -1.00730 -1.67393 -0.14263 -0.02 2.09 0.13
O 0.77330 0.63135 -0.42683 -5.84 0.51 -1.19
F -1.74675 0.55204 -1.15801 1.40 -1.71 1.50
S -1.09046 -0.26046 0.09428 -0.07 1.82 -0.84
```
Positions in Å, forces in eV/Å.

Mulliken atomic charges, in units of e:
1 C 0.575
2 N -0.385
3 O -0.376
4 O -0.361
5 O -0.485
6 F -0.163
7 S 1.196



# 11
Formula: CGdNO4S2
Source: the OMol25 dataset
Level of theory: the ωB97M-V functional and the def2-TZVPD basis

As for the charge: 0. The gap between HOMO and LUMO (spin up / spin down) comes out at 6.619 / 5.815 eV. The calculation puts the HOMO energy (spin up / spin down) at -8.084 / -7.890 eV. The spin multiplicity is 8.

```
9
Properties=species:S:1:pos:R:3:forces:R:3
O 1.73706 -1.80377 0.55428 -0.42 -0.58 0.14
C 1.69845 -2.97437 0.49546 1.48 -0.52 -0.25
O 1.85290 -4.11045 0.41431 -0.73 0.41 0.13
Gd 0.49165 0.33947 0.52543 -1.51 1.86 -0.89
N -0.31010 2.32641 -0.50818 0.80 -0.75 1.63
S 0.09861 2.76477 1.20529 -0.12 -0.36 -0.84
S -1.86350 1.71458 -0.58683 -0.65 -0.97 -3.16
O -1.58959 0.18282 -0.02292 0.63 0.64 0.19
O -2.11547 1.56055 -2.07686 0.52 0.27 3.06
```
Positions in Å, forces in eV/Å.

Mulliken atomic charges, in units of e:
1 O -0.426
2 C 0.804
3 O -0.263
4 Gd 1.063
5 N -0.452
6 S -0.217
7 S 0.713
8 O -0.638
9 O -0.584



# 12
Formula: CH10N2O2
Source: the OMol25 dataset
Level of theory: the ωB97M-V functional and the def2-TZVPD basis

As for the charge: 0. As for the energy above the lowest of the compared OMol25 structures with the same formula, charge and spin: 9.2 kcal per mole. The gap between HOMO and LUMO comes out at 10.224 eV. The calculation puts the HOMO energy at -9.382 eV. Its SMILES is NCN.O.O.

```
15
Properties=species:S:1:pos:R:3:forces:R:3
N -1.20351 -1.70844 0.83044 -0.36 0.23 -0.21
C -0.44180 -0.49854 0.82689 0.41 0.74 -0.15
N 0.79629 -0.59631 1.58707 0.62 -0.29 0.39
H -1.47114 -1.96405 1.76818 -0.02 -0.21 0.07
H -0.67117 -2.44929 0.40265 0.06 -0.25 0.16
H -0.14501 -0.26365 -0.19752 -0.13 -0.05 -0.09
H -1.04803 0.35261 1.15323 -0.31 -0.21 0.06
H 0.63014 -0.72406 2.57674 -0.24 -0.13 0.07
H 1.38084 0.22729 1.52898 -0.02 0.13 -0.36
H -2.14527 3.80872 -2.42393 0.05 0.00 -0.05
H -1.92254 2.46204 -3.12631 -0.07 0.14 0.12
O -2.47357 2.90688 -2.47104 0.02 -0.14 -0.07
H 2.16179 -0.71309 -0.88702 -0.07 0.32 0.08
H 3.63715 -0.73356 -0.69470 -0.11 0.51 -0.04
O 2.91582 -0.10653 -0.87366 0.19 -0.80 0.02
```
Positions in Å, forces in eV/Å.

Mulliken atomic charges, in units of e:
1 N -0.563
2 C -0.296
3 N -0.597
4 H 0.205
5 H 0.247
6 H 0.281
7 H 0.303
8 H 0.206
9 H 0.222
10 H 0.318
11 H 0.320
12 O -0.639
13 H 0.314
14 H 0.323
15 O -0.645